[1]
Formula: C6H9IN2S
Source: the OMol25 dataset
Level of theory: ωB97M-V/def2-TZVPD

**Molecular weight**: 268.1 g/mol
**Relative energy (zero: lowest compared OMol25 entry of this formula, charge and spin)**: 58.2 kcal/mol
**F_max**: 4.97 eV Å⁻¹
**HOMO (spin up / spin down)**: -0.181 / -0.340 Ha
**2S+1**: 3
**Charge**: 0
**LUMO (spin up / spin down)**: 0.438 / -2.161 eV
**Calculated total energy**: -28276.3553 eV

```
19
Properties=species:S:1:pos:R:3:mulliken_spin:R:1
C -0.032 1.678 0.039 0.024
C 1.077 1.106 -0.222 0.030
C -1.156 0.826 0.412 -0.003
C -1.108 -0.564 0.016 -0.053
C 0.035 -1.103 -0.784 0.086
C 1.288 -0.450 -0.237 -0.038
N 2.755 -0.832 1.413 -0.001
N 1.543 -0.857 1.166 0.002
S -2.262 0.504 -0.912 0.370
I -4.315 -0.213 0.597 0.825
H -0.286 2.770 0.044 -0.005
H 1.936 1.668 -0.682 0.006
H -1.810 1.048 1.347 0.026
H -1.437 -1.342 0.701 -0.006
H 0.038 -2.192 -0.557 0.006
H -0.228 -1.083 -1.861 -0.005
H 2.177 -0.554 -0.774 -0.009
H 2.893 -1.203 2.343 0.000
H -1.107 0.794 -2.049 0.744
```


[2]
Formula: C6H9IO2P
Source: the OMol25 dataset
Level of theory: ωB97M-V/def2-TZVPD

**Molecular weight**: 271.0 g/mol
**Relative energy (zero: lowest compared OMol25 entry of this formula, charge and spin)**: 17.8 kcal/mol
**F_max**: 3.89 eV Å⁻¹
**HOMO**: -0.124 Ha
**2S+1**: 1
**Charge**: -1
**LUMO**: 3.112 eV
**Calculated total energy**: -27850.9411 eV

```
19
Properties=species:S:1:pos:R:3:lowdin_charge:R:1
C -2.227 0.723 -1.749 -0.048
C -1.086 0.123 -1.605 -0.205
C 0.279 -1.906 -0.702 -0.364
C -0.922 -1.073 -0.733 -0.474
C 0.057 -1.068 0.435 -0.707
C 3.322 -0.341 1.494 -0.207
O 1.729 2.129 1.793 -0.508
O 2.955 0.441 0.414 -0.508
P 1.760 1.533 0.420 0.797
I -0.957 -2.179 2.022 0.533
H -2.462 1.539 -2.434 0.039
H -3.140 0.197 -1.420 0.054
H -0.267 0.515 -2.149 0.078
H 0.227 -2.995 -0.686 0.070
H 1.150 -1.771 -1.368 0.092
H -1.969 -1.482 -0.559 0.096
H 2.449 -0.577 2.128 0.069
H 4.277 0.158 1.937 0.107
H 3.612 -1.315 1.016 0.084
```


[3]
Formula: C6H9N
Source: the OMol25 dataset
Level of theory: ωB97M-V/def2-TZVPD

**Molecular weight**: 95.1 g/mol
**Relative energy (zero: lowest compared OMol25 entry of this formula, charge and spin)**: 67.9 kcal/mol
**F_max**: 0.54 eV Å⁻¹
**HOMO**: -0.342 Ha
**2S+1**: 1
**SMILES string**: CC#CC[C@H]1CN1
**Charge**: 0
**LUMO**: 1.074 eV
**Calculated total energy**: -7855.2149 eV

```
16
Properties=species:S:1:pos:R:3:lowdin_charge:R:1
C 2.517 1.005 1.497 -0.111
C 1.639 0.033 0.844 -0.088
C 0.849 -0.692 0.292 -0.048
C -0.186 -1.470 -0.402 -0.160
C -1.504 -0.699 -0.572 -0.322
C -1.553 0.779 -0.602 -0.154
N -1.694 0.010 -1.837 0.015
H 1.929 1.669 2.140 0.076
H 3.031 1.620 0.752 0.076
H 3.272 0.519 2.120 0.072
H -0.383 -2.398 0.147 0.109
H 0.172 -1.764 -1.395 0.116
H -2.377 -1.198 -0.151 0.132
H -0.621 1.334 -0.513 0.096
H -2.424 1.283 -0.187 0.102
H -2.666 -0.032 -2.134 0.088
```


[4]
Formula: C6H9N
Source: the OMol25 dataset
Level of theory: ωB97M-V/def2-TZVPD

**Molecular weight**: 95.1 g/mol
**Relative energy (zero: lowest compared OMol25 entry of this formula, charge and spin)**: 56.5 kcal/mol
**F_max**: 0.83 eV Å⁻¹
**HOMO**: -0.320 Ha
**2S+1**: 1
**SMILES string**: [H]/N=C(\C)C=C=CC
**Charge**: 0
**LUMO**: 0.837 eV
**Calculated total energy**: -7855.7107 eV

```
16
Properties=species:S:1:pos:R:3:lowdin_charge:R:1
C 0.868 -1.533 2.342 -0.090
C -0.338 -0.770 1.873 -0.151
C -0.830 -0.593 0.684 -0.044
C -1.163 -0.049 -0.461 -0.068
C -0.105 0.807 -1.060 -0.439
C -0.353 1.278 -2.467 -0.054
N 0.999 0.949 -0.436 0.126
H 1.601 -0.850 2.797 0.080
H 0.581 -2.255 3.109 0.067
H 1.376 -2.047 1.523 0.077
H -1.001 -0.286 2.582 0.111
H -2.080 -0.276 -1.000 0.100
H -0.073 0.471 -3.156 0.088
H -1.405 1.518 -2.645 0.074
H 0.266 2.151 -2.687 0.075
H 1.656 1.486 -1.000 0.048
```


[5]
Formula: C6H9N
Source: the OMol25 dataset
Level of theory: ωB97M-V/def2-TZVPD

**Molecular weight**: 95.1 g/mol
**Relative energy (zero: lowest compared OMol25 entry of this formula, charge and spin)**: 0.1 kcal/mol
**F_max**: 0.23 eV Å⁻¹
**HOMO**: -0.282 Ha
**2S+1**: 1
**SMILES string**: Cc1ccc(C)[nH]1
**Charge**: 0
**LUMO**: 1.030 eV
**Calculated total energy**: -7858.1560 eV

```
16
Properties=species:S:1:pos:R:3:lowdin_charge:R:1
C 1.460 1.017 -1.833 -0.046
C 0.758 0.161 -0.826 -0.337
C 0.908 -1.166 -0.507 -0.065
C -0.030 -1.472 0.524 -0.065
C -0.725 -0.323 0.811 -0.338
C -1.780 -0.034 1.832 -0.045
N -0.240 0.662 -0.019 0.089
H 1.807 1.959 -1.391 0.074
H 2.338 0.492 -2.221 0.077
H 0.817 1.266 -2.687 0.075
H 1.617 -1.846 -0.965 0.099
H -0.172 -2.429 1.015 0.099
H -2.610 0.550 1.415 0.074
H -2.193 -0.973 2.213 0.076
H -1.377 0.525 2.686 0.076
H -0.576 1.612 -0.047 0.157
```


[6]
Formula: C6H9N
Source: the OMol25 dataset
Level of theory: ωB97M-V/def2-TZVPD

**Molecular weight**: 95.1 g/mol
**Relative energy (zero: lowest compared OMol25 entry of this formula, charge and spin)**: 38.9 kcal/mol
**F_max**: 1.11 eV Å⁻¹
**HOMO**: -0.280 Ha
**2S+1**: 1
**SMILES string**: Cc1c[nH]c(C)c1
**Charge**: 0
**LUMO**: 0.975 eV
**Calculated total energy**: -7856.4741 eV

```
16
Properties=species:S:1:pos:R:3:lowdin_charge:R:1
C -1.306 -0.825 -1.741 -0.057
C -1.290 -0.404 -0.291 -0.323
C -0.742 0.813 0.086 -0.033
C 0.450 0.554 0.812 -0.289
C 1.497 1.527 1.248 -0.063
C 0.559 -0.816 0.902 -0.084
N -0.570 -1.366 0.387 0.020
H -1.741 -1.813 -1.926 0.070
H -1.693 -0.085 -2.440 0.073
H -0.220 -0.926 -1.931 0.090
H -1.038 1.782 -0.305 0.110
H 2.487 1.173 0.938 0.077
H 1.515 1.641 2.335 0.074
H 1.334 2.513 0.802 0.074
H 1.445 -1.422 0.932 0.117
H -0.686 -2.347 0.191 0.145
```


[7]
Formula: C6H9N
Source: the OMol25 dataset
Level of theory: ωB97M-V/def2-TZVPD

**Molecular weight**: 95.1 g/mol
**Relative energy (zero: lowest compared OMol25 entry of this formula, charge and spin)**: 139.2 kcal/mol
**F_max**: 0.63 eV Å⁻¹
**HOMO**: -0.320 Ha
**2S+1**: 1
**Charge**: 0
**LUMO**: -0.468 eV
**Calculated total energy**: -7852.1238 eV

```
16
Properties=species:S:1:pos:R:3:lowdin_charge:R:1
C -1.686 0.335 -0.084 -0.042
C -0.179 0.273 -0.125 -0.492
C 0.590 1.233 -1.015 -0.012
C 0.651 -0.268 -1.266 -0.247
C 1.915 -0.799 -0.716 0.056
N 1.731 -0.570 0.635 -0.046
C 0.612 0.069 1.112 0.040
H -2.107 -0.636 0.195 0.071
H -2.093 0.612 -1.062 0.082
H -2.016 1.073 0.654 0.085
H 0.003 1.829 -1.712 0.115
H 1.478 1.728 -0.628 0.109
H 0.246 -0.633 -2.205 0.132
H -1.143 -2.143 2.502 0.040
H 2.487 -0.786 1.275 0.111
H -0.740 -1.521 2.419 -0.003
```


[8]
Formula: C6H9N
Source: the OMol25 dataset
Level of theory: ωB97M-V/def2-TZVPD

**Molecular weight**: 95.1 g/mol
**Relative energy (zero: lowest compared OMol25 entry of this formula, charge and spin)**: 104.5 kcal/mol
**F_max**: 1.82 eV Å⁻¹
**HOMO**: -0.289 Ha
**2S+1**: 1
**SMILES string**: C[C@]12C[C@H]1[C@H]1N[C@H]12
**Charge**: 0
**LUMO**: 1.067 eV
**Calculated total energy**: -7853.6286 eV

```
16
Properties=species:S:1:pos:R:3:lowdin_charge:R:1
C -1.856 -0.509 0.143 -0.039
C -0.394 -0.187 -0.053 -0.377
C 0.616 -1.278 -0.023 -0.068
C 0.813 -0.190 0.960 -0.110
C 1.367 1.101 0.303 -0.192
N 1.386 1.149 -1.157 0.062
C 0.121 1.197 -0.497 -0.216
H -2.477 0.305 0.535 0.075
H -2.051 -1.400 0.756 0.081
H -2.229 -0.744 -0.860 0.081
H 0.304 -2.231 0.389 0.113
H 1.284 -1.364 -0.872 0.101
H 0.131 -0.049 1.777 0.135
H 1.971 1.862 0.791 0.127
H 1.549 0.281 -1.659 0.087
H -0.537 2.056 -0.531 0.138
```


[9]
Formula: C6H9N
Source: the OMol25 dataset
Level of theory: ωB97M-V/def2-TZVPD

**Molecular weight**: 95.1 g/mol
**Relative energy (zero: lowest compared OMol25 entry of this formula, charge and spin)**: 77.4 kcal/mol
**F_max**: 1.34 eV Å⁻¹
**HOMO**: -0.296 Ha
**2S+1**: 1
**Charge**: 0
**LUMO**: 0.785 eV
**Calculated total energy**: -7854.8027 eV

```
16
Properties=species:S:1:pos:R:3:lowdin_charge:R:1
C -1.021 1.355 -0.675 -0.056
C 0.567 0.875 1.236 -0.077
C -0.355 0.301 0.175 -0.387
C -0.993 -0.974 0.330 -0.049
C 0.001 -1.921 0.118 -0.055
N 1.872 -0.848 -1.276 0.130
C 0.922 -1.101 -0.522 -0.257
H 2.126 -1.593 -1.929 0.062
H -2.067 -1.150 0.348 0.111
H 0.081 -2.967 0.392 0.097
H -0.288 1.777 -1.371 0.087
H -1.401 2.188 -0.072 0.078
H -1.839 0.948 -1.272 0.075
H 1.390 1.431 0.778 0.082
H 0.009 1.576 1.869 0.077
H 0.996 0.101 1.871 0.082
```


[10]
Formula: C6H9N
Source: the OMol25 dataset
Level of theory: ωB97M-V/def2-TZVPD

**Molecular weight**: 95.1 g/mol
**Relative energy (zero: lowest compared OMol25 entry of this formula, charge and spin)**: 166.1 kcal/mol
**F_max**: 2.25 eV Å⁻¹
**HOMO (spin up / spin down)**: -0.259 / -0.284 Ha
**2S+1**: 1
**Charge**: 0
**LUMO (spin up / spin down)**: -0.319 / 0.131 eV
**Calculated total energy**: -7850.9586 eV

```
16
Properties=species:S:1:pos:R:3:lowdin_charge:R:1
C -2.275 0.083 0.843 -0.117
C -1.371 0.253 -0.070 -0.080
C 1.219 1.083 0.027 -0.122
C -2.768 0.168 -0.603 -0.201
C 1.209 -1.403 -0.218 -0.109
C 1.874 -0.166 0.380 -0.234
N 1.238 2.255 -0.254 0.172
H -2.637 -0.046 1.833 0.063
H -3.100 -0.734 -1.110 0.057
H -3.293 1.064 -0.925 0.057
H 1.488 -2.293 0.339 0.073
H 1.497 -1.540 -1.259 0.078
H 0.125 -1.260 -0.172 0.023
H 1.833 -0.227 1.472 0.126
H 2.929 -0.115 0.074 0.123
H 2.033 2.879 -0.355 0.091
```


[11]
Formula: C6H9N
Source: the OMol25 dataset
Level of theory: ωB97M-V/def2-TZVPD

**Molecular weight**: 95.1 g/mol
**Relative energy (zero: lowest compared OMol25 entry of this formula, charge and spin)**: 164.5 kcal/mol
**F_max**: 5.34 eV Å⁻¹
**HOMO**: -0.309 Ha
**2S+1**: 1
**SMILES string**: C1=C[C@@H]2CN2CC1
**Charge**: 0
**LUMO**: 1.024 eV
**Calculated total energy**: -7851.0251 eV

```
16
Properties=species:S:1:pos:R:3:lowdin_charge:R:1
C -1.570 -0.829 0.156 -0.164
C -0.141 -1.440 -0.025 -0.237
C 2.232 0.138 0.005 -0.014
C 0.728 0.714 0.451 -0.241
C -0.498 1.506 -0.189 -0.079
C -1.644 0.715 -0.057 -0.156
H -1.787 -0.901 -1.117 0.176
H -2.286 -1.287 0.962 0.138
H 0.127 -1.820 1.045 0.112
H -0.141 -2.383 -0.703 0.121
H 2.613 0.319 -1.026 0.094
H 2.921 -0.201 0.770 0.073
H 0.668 0.227 1.437 0.107
H -0.505 2.722 0.087 0.141
H -2.530 1.392 -0.268 0.105
N 0.897 -0.413 -0.462 -0.174
```


[12]
Formula: C6H9N
Source: the OMol25 dataset
Level of theory: ωB97M-V/def2-TZVPD

**Molecular weight**: 95.1 g/mol
**Relative energy (zero: lowest compared OMol25 entry of this formula, charge and spin)**: 78.9 kcal/mol
**F_max**: 1.04 eV Å⁻¹
**HOMO**: -0.313 Ha
**2S+1**: 1
**Charge**: 0
**LUMO**: 1.183 eV
**Calculated total energy**: -7854.7376 eV

```
16
Properties=species:S:1:pos:R:3:lowdin_charge:R:1
C -1.031 0.930 1.414 -0.088
N -0.972 0.593 0.006 -0.135
C 0.195 0.962 -0.778 -0.199
C 1.297 -0.122 -0.668 -0.173
C 0.789 -1.181 0.288 -0.092
C -0.650 -0.803 -0.331 -0.179
C 0.128 -0.276 -1.592 -0.105
H -0.120 0.658 1.967 0.075
H -1.883 0.409 1.868 0.086
H -1.202 2.005 1.526 0.081
H 0.410 1.982 -1.080 0.138
H 2.319 0.130 -0.929 0.125
H 1.161 -1.117 1.334 0.096
H 0.995 -2.212 -0.028 0.103
H -1.502 -1.504 -0.337 0.138
H 0.068 -0.455 -2.658 0.130
```


[13]
Formula: C6H9N
Source: the OMol25 dataset
Level of theory: ωB97M-V/def2-TZVPD

**Molecular weight**: 95.1 g/mol
**Relative energy (zero: lowest compared OMol25 entry of this formula, charge and spin)**: 66.3 kcal/mol
**F_max**: 0.54 eV Å⁻¹
**HOMO**: -0.347 Ha
**2S+1**: 1
**SMILES string**: CC#CC[C@H]1CN1
**Charge**: 0
**LUMO**: 0.998 eV
**Calculated total energy**: -7855.2855 eV

```
16
Properties=species:S:1:pos:R:3:lowdin_charge:R:1
C 2.466 0.789 1.843 -0.112
C 1.711 -0.016 0.881 -0.084
C 1.030 -0.637 0.103 -0.043
C -0.017 -1.233 -0.740 -0.169
C -1.293 -0.470 -0.444 -0.356
C -1.630 0.759 -1.186 -0.149
N -2.366 -0.484 -1.429 0.017
H 2.169 1.841 1.756 0.077
H 3.548 0.728 1.685 0.074
H 2.247 0.463 2.866 0.076
H -0.138 -2.301 -0.518 0.116
H 0.220 -1.145 -1.808 0.120
H -1.569 -0.488 0.610 0.141
H -0.999 1.082 -2.011 0.104
H -2.110 1.571 -0.647 0.101
H -3.269 -0.459 -0.963 0.088
```


[14]
Formula: C6H9N
Source: the OMol25 dataset
Level of theory: ωB97M-V/def2-TZVPD

**Molecular weight**: 95.1 g/mol
**Relative energy (zero: lowest compared OMol25 entry of this formula, charge and spin)**: 122.4 kcal/mol
**F_max**: 2.05 eV Å⁻¹
**HOMO**: -0.262 Ha
**2S+1**: 1
**Charge**: 0
**LUMO**: 1.162 eV
**Calculated total energy**: -7852.8531 eV

```
16
Properties=species:S:1:pos:R:3:lowdin_charge:R:1
C -1.397 -1.003 -1.233 -0.111
N -0.334 -0.829 -0.310 -0.154
C -0.492 -0.108 0.907 -0.238
C 0.880 0.360 1.442 -0.156
C 1.833 0.313 0.275 -0.079
C 0.920 0.904 -0.535 -0.074
C -0.013 1.274 0.633 -0.142
H -2.047 -1.798 -0.867 0.069
H -1.005 -1.269 -2.222 0.084
H -1.995 -0.083 -1.348 0.093
H -1.304 -0.389 1.581 0.141
H 1.093 0.367 2.506 0.123
H 0.534 -1.346 -0.344 0.124
H 2.895 0.288 0.226 0.078
H 0.806 1.052 -1.602 0.109
H -0.374 2.266 0.891 0.130
```


[15]
Formula: C6H9N
Source: the OMol25 dataset
Level of theory: ωB97M-V/def2-TZVPD

**Molecular weight**: 95.1 g/mol
**Relative energy (zero: lowest compared OMol25 entry of this formula, charge and spin)**: 122.3 kcal/mol
**F_max**: 1.50 eV Å⁻¹
**HOMO**: -0.303 Ha
**2S+1**: 1
**Charge**: 0
**LUMO**: 0.981 eV
**Calculated total energy**: -7852.8571 eV

```
16
Properties=species:S:1:pos:R:3:lowdin_charge:R:1
C 0.034 -1.469 1.243 -0.085
N -0.661 -0.223 0.943 -0.122
C 0.151 0.972 0.820 -0.291
C 0.822 0.937 -0.522 -0.147
C 0.125 -0.119 -1.353 -0.135
C -1.098 0.060 -0.447 -0.243
C -0.781 1.594 -0.187 0.030
H 0.941 -1.656 0.644 0.076
H -0.649 -2.313 1.101 0.086
H 0.333 -1.462 2.298 0.084
H 0.608 1.467 1.672 0.140
H 1.793 1.398 -0.699 0.136
H 0.599 -1.100 -1.399 0.092
H -0.113 0.223 -2.369 0.118
H -2.068 -0.353 -0.735 0.135
H -0.036 2.044 -1.008 0.126
```